Below is the molecule H3N3O2S at a distorted geometry, with properties calculated with wB97M-V/def2-TZVPD.

Last column: natural (NBO) charge in e.
Cartesian coordinates (Å):
N (-1.288770, 0.387015, 0.501847)  -0.619
N (-0.132245, -0.282191, 0.334472)  -0.251
S (-0.287512, -1.950945, -0.005957)  0.212
N (0.927497, 0.443350, -0.126898)  0.610
O (0.666065, 1.634712, -0.143748)  -0.440
O (1.918579, -0.060961, -0.583009)  -0.402
H (-1.498409, 0.584671, -0.535683)  0.348
H (-1.242710, 1.273071, 0.999187)  0.400
H (0.937505, -2.028722, -0.440212)  0.143

Cartesian forces (eV/Å) of the 3 atoms listed first:
-2.3 0.1 -3.2
2.1 -0.9 1.9
-1.0 -0.3 0.3

Its HOMO energy is -9.290 eV. As for the SMILES: NN(S)[N+](=O)[O-]. The value obtained for the orbital gap is 9.686 eV. The total energy is -714.546036 Eh. For the energy above the lowest of the compared OMol25 structures with the same formula, charge and spin, the calculation gives 226.5 kJ/mol. The calculation puts the LUMO energy at 0.0145 Ha. Its strongest force on any atom is 3.9 eV/Å.

=====

Below is the molecule C2H2N2OS at a distorted geometry, with properties calculated with wB97M-V/def2-TZVPD.

Last column: natural (NBO) charge in e.
Cartesian coordinates (Å):
C (-0.235147, -0.998087, 0.197307)  -0.277
C (-0.956324, 0.115978, 0.079473)  0.461
N (1.055422, -1.073117, -0.099980)  -0.748
N (-1.361306, 1.223034, 0.236506)  -0.569
O (2.097900, 1.259147, -0.144488)  -0.899
S (2.259934, -0.153310, -0.176295)  1.416
H (-0.724403, -1.884108, 0.284408)  0.222
H (-2.136076, 1.510464, -0.376933)  0.394

Cartesian forces (eV/Å) of the 3 atoms listed first:
-1.0 2.0 -0.7
1.6 -1.0 0.6
3.1 -0.1 -0.3

Its HOMO energy is -8.557 eV. The value obtained for the orbital gap is 8.103 eV. The total energy is -660.252463 Eh. For the energy above the lowest of the compared OMol25 structures with the same formula, charge and spin, the calculation gives 250.0 kJ/mol. The calculation puts the LUMO energy at -0.0167 Ha. Its strongest force on any atom is 3.1 eV/Å.

=====

Below is a structure of composition C24H25AgN3O3 at a distorted geometry, with properties calculated with wB97M-V/def2-TZVPD.

Last column: natural (NBO) charge in e.
Cartesian coordinates (Å):
C (-0.603154, 6.256856, -1.950389)  -0.384
C (-0.394689, 6.533896, -3.243455)  -0.012
H (-0.523727, 7.026562, -1.195072)  0.197
H (-0.857123, 5.269629, -1.594871)  0.175
C (-0.499346, 5.497087, -4.280971)  -0.013
C (-0.314532, 4.201393, -3.999890)  -0.387
H (-0.080813, 3.843046, -3.008664)  0.184
H (-0.393754, 3.446557, -4.770042)  0.193
C (-0.045079, 7.932427, -3.659044)  -0.638
H (-0.001654, 8.593648, -2.797919)  0.221
H (-0.779749, 8.337258, -4.355353)  0.221
H (0.923012, 7.969676, -4.158966)  0.221
C (-0.821916, 5.916516, -5.684822)  -0.638
H (-0.071057, 6.601779, -6.078931)  0.222
H (-1.781767, 6.430626, -5.737067)  0.219
H (-0.867959, 5.055640, -6.346090)  0.219
Ag (0.578389, -2.098022, 1.277496)  0.929
O (-0.061066, -0.255817, 0.887560)  -0.635
C (-1.099313, 0.177433, 0.342905)  0.674
O (-1.110752, -2.733751, 0.450100)  -0.657
C (-2.053534, -2.052928, 0.048156)  0.917
O (-3.150326, -2.609026, -0.398212)  -0.438
N (-2.125716, -0.668847, -0.024059)  -0.470
C (-4.151218, -1.594880, -0.720570)  -0.082
C (-3.391529, -0.269524, -0.672813)  -0.244
H (-4.932040, -1.671559, 0.028819)  0.210
H (-4.549773, -1.834740, -1.698449)  0.222
H (-3.915375, 0.471133, -0.078483)  0.229
H (-3.192461, 0.129444, -1.663640)  0.222
C (-1.276087, 1.593679, 0.070427)  -0.360
C (-0.304888, 2.477993, 0.308316)  -0.204
H (-2.211126, 1.925597, -0.353450)  0.221
H (0.650642, 2.180348, 0.714360)  0.224
H (-0.445139, 3.526217, 0.089503)  0.217
C (0.571708, -2.520792, 5.582617)  -0.236
C (0.293051, -1.960887, 4.331119)  0.065
N (0.778427, -2.563061, 3.217271)  -0.557
C (1.546038, -3.688946, 3.263467)  0.225
C (1.820063, -4.300864, 4.498268)  -0.104
C (1.325477, -3.700102, 5.667847)  -0.121
C (2.569140, -5.490556, 4.527176)  -0.156
C (3.043909, -6.061649, 3.333742)  -0.167
C (2.796391, -5.437914, 2.097362)  -0.087
C (3.243243, -5.983935, 0.882954)  -0.109
C (2.953896, -5.334189, -0.328714)  -0.238
C (2.222533, -4.139374, -0.318100)  0.073
N (1.809883, -3.627043, 0.868067)  -0.519
C (2.058676, -4.241916, 2.061846)  0.137
H (0.194380, -2.049213, 6.483352)  0.234
H (-0.299322, -1.059171, 4.245808)  0.213
H (1.524699, -4.137225, 6.638066)  0.232
H (2.776765, -5.984303, 5.469540)  0.228
H (3.601675, -6.989084, 3.376549)  0.230
H (3.794156, -6.916560, 0.867722)  0.230
H (3.274060, -5.768499, -1.266751)  0.235
H (1.955773, -3.650062, -1.245629)  0.218

Cartesian forces (eV/Å) of the 3 atoms listed first:
0.1 0.2 -0.2
-0.1 0.2 0.9
0.1 0.1 0.0

Its HOMO energy is -10.143 eV. The value obtained for the orbital gap is 6.977 eV. The total energy is -1466.215871 Eh. For the energy above the lowest of the compared OMol25 structures with the same formula, charge and spin, the calculation gives 137.1 kJ/mol. The calculation puts the LUMO energy at -0.1164 Ha. Its strongest force on any atom is 5.5 eV/Å. As for the total charge: +1.